{"formula": "C42H102F6N9O10P", "method": "ωB97M-V/def2-TZVPD", "spin_multiplicity": 1, "charge": 6, "e_lumo_ev": -7.67, "e_above_lowest_ev": 0.000, "species": ["P", "F", "F", "F", "F", "F", "F", "O", "O", "O", "O", "O", "O", "O", "O", "O", "O", "N", "N", "N", "N", "N", "N", "N", "N", "N", "C", "C", "C", "C", "C", "C", "C", "C", "C", "C", "C", "C", "C", "C", "C", "C", "C", "C", "C", "C", "C", "C", "C", "C", "C", "C", "C", "C", "C", "C", "C", "C", "C", "C", "C", "C", "C", "C", "C", "C", "C", "C", "H", "H", "H", "H", "H", "H", "H", "H", "H", "H", "H", "H", "H", "H", "H", "H", "H", "H", "H", "H", "H", "H", "H", "H", "H", "H", "H", "H", "H", "H", "H", "H", "H", "H", "H", "H", "H", "H", "H", "H", "H", "H", "H", "H", "H", "H", "H", "H", "H", "H", "H", "H", "H", "H", "H", "H", "H", "H", "H", "H", "H", "H", "H", "H", "H", "H", "H", "H", "H", "H", "H", "H", "H", "H", "H", "H", "H", "H", "H", "H", "H", "H", "H", "H", "H", "H", "H", "H", "H", "H", "H", "H", "H", "H", "H", "H", "H", "H", "H", "H", "H", "H"], "coordinates": [[-2.295690, 0.333524, -0.844102], [-3.799593, -0.195943, -1.050329], [-2.656175, 1.907096, -1.097251], [-2.562680, 0.626415, 0.745263], [-1.781708, -1.183301, -0.525928], [-0.713908, 0.829093, -0.561162], [-2.133888, 0.265587, -2.441631], [-5.145332, 4.474582, -10.614286], [2.188482, -5.485356, -8.598900], [4.262997, -3.674558, -5.392118], [-1.554075, 2.299743, 11.749521], [-5.238632, 1.344999, -10.967520], [2.698852, 7.779827, -2.734429], [1.541059, 5.793591, -5.901278], [7.145589, -3.537386, 4.408396], [0.580072, 2.635026, 16.722504], [11.179306, -6.015341, 5.292849], [-4.460336, -8.654487, 3.351792], [-3.471959, 3.455314, -13.088657], [-8.992552, 4.228879, -1.041871], [9.516746, -3.597430, 6.234701], [2.601409, -6.258503, -5.801624], [4.161192, 5.867084, -4.261235], [-1.827476, 2.732252, 14.745436], [-4.072290, -7.061459, 4.738747], [-9.151600, 2.301894, -2.145510], [11.890615, -7.041986, 4.563757], [3.515966, 6.748024, -2.052548], [-4.643775, 2.504874, -12.934503], [3.296792, -4.212197, -4.495919], [-7.550445, 5.232282, 0.604126], [-8.968691, 5.254003, -0.001826], [2.216247, -4.769750, -5.353879], [-4.909669, 0.377143, -9.963578], [0.477002, 5.888111, -5.000424], [-1.027834, 2.852378, 10.526979], [4.665137, 6.125456, -2.841271], [-2.823227, -5.227758, 5.768238], [11.822339, -4.798431, 5.566425], [-8.495085, 3.167197, -2.922333], [2.495032, 4.654640, -5.805654], [5.406159, -3.234000, -4.745560], [-4.284528, -6.449833, 3.468223], [-4.162406, -8.344769, 4.658216], [-9.398783, 0.848512, -2.348230], [-3.866966, -6.322709, 5.945143], [1.486351, 8.079176, -2.015897], [-4.022083, 5.098710, -11.312836], [3.470481, -5.319741, -7.997295], [-4.485172, -7.470774, 2.644820], [-8.338922, 4.333203, -2.243025], [1.781663, -4.436539, -9.398211], [-1.173310, 3.921476, 15.430533], [5.954828, -2.817068, 4.061691], [-0.521935, 2.239298, 12.701221], [-4.378151, 1.293737, -12.008252], [-0.960893, 1.659620, 14.022144], [-0.430736, 3.699413, 16.737568], [10.973985, -3.938693, 6.579532], [3.274814, 4.574506, -4.516008], [1.787992, 3.027738, 16.077974], [8.479665, -4.791108, 6.015752], [-6.324149, 5.310854, -10.571470], [3.724973, -6.273870, -6.844664], [7.038137, -4.342146, 5.513488], [-3.008202, 4.096784, -11.817186], [-4.663931, -9.980004, 2.886392], [-9.455893, 2.942582, -0.972533], [1.832835, -6.765704, -6.216516], [1.001469, 9.005604, -2.323649], [-0.110156, 1.416267, 14.658641], [0.152284, 1.513749, 12.246119], [-1.409992, 0.672549, 13.912114], [-4.967173, -0.625035, -10.388354], [-9.678560, 5.004391, 0.786752], [-3.658749, 5.772571, -10.536948], [11.470876, -2.977946, 6.714331], [-0.881816, 3.932307, 10.503961], [-2.117028, 4.466022, 15.461347], [2.885903, -6.844949, -5.030106], [-7.826582, 5.213688, -2.601715], [-6.954593, 5.923288, 0.007833], [2.525977, 2.228141, 16.013891], [12.870302, -4.990695, 5.796477], [4.279859, -5.422801, -8.720058], [11.184741, -7.861057, 4.426069], [-5.502475, 3.033883, -12.521126], [6.150918, -3.199415, -5.540696], [1.804596, 8.243508, -0.986419], [11.994779, -4.261443, 4.633686], [-1.765129, 2.553038, 9.782064], [-9.217411, 6.281997, -0.265395], [0.118572, 6.917425, -5.011782], [-0.048379, 2.489839, 10.215017], [-6.957634, 4.324543, 0.491524], [3.702351, -4.307592, -7.665788], [-8.831341, 0.504922, -3.213136], [5.072970, -3.392116, 3.779277], [3.916954, -7.304694, -7.142386], [-6.995055, 4.931474, -9.800726], [-8.174446, 2.810327, -3.889925], [-2.708235, -4.589598, 6.644386], [5.166639, 5.261123, -2.405913], [1.309672, -5.104312, -4.849626], [1.517630, 3.347806, 15.071704], [3.801815, 7.056307, -1.046886], [-10.144944, 2.516766, -0.258192], [3.157933, 4.690931, -6.670151], [-4.436053, 5.619962, -12.175980], [12.258889, -6.672548, 3.606681], [-0.643655, 4.374010, 14.592226], [0.708031, -4.394306, -9.581599], [-4.818617, -5.833346, 6.152509], [9.168683, -3.084919, 7.032374], [6.540527, -3.972314, 6.409982], [-0.352151, 5.303850, -5.399485], [-4.286554, -5.381267, 3.311526], [10.945306, -4.282803, 7.613399], [5.720276, -3.937331, -3.974342], [-2.099276, 4.674759, -11.984263], [5.502342, 6.808415, -2.985312], [-2.670866, 2.979485, -13.478449], [-5.540745, 0.409791, -9.075442], [2.902167, -3.361585, -3.940207], [6.340655, -2.384424, 3.138627], [4.676987, -6.027298, -6.374593], [-3.745175, 4.238866, -13.664406], [9.576959, -2.995338, 5.426017], [-1.132180, 3.439638, 17.530406], [8.910771, -5.365688, 5.195936], [-3.689920, -7.079162, 6.709686], [6.464171, -5.217214, 5.208625], [-6.026015, 6.295742, -10.212031], [0.047208, 3.164168, 12.794969], [-4.888089, -9.886031, 1.823841], [-3.688180, -10.458230, 2.800794], [0.092437, 4.565282, 17.143348], [-1.842716, -5.590540, 5.459892], [2.255878, -4.379505, -10.377991], [-2.567167, 3.361587, -11.144084], [4.931185, 5.699918, -4.893113], [-2.308251, 2.284124, 15.512329], [-4.879401, 2.384291, -13.991874], [12.761403, -7.443954, 5.081686], [-4.751374, -7.432070, 1.598859], [-4.328778, 0.439799, -12.683861], [1.922876, -3.497675, -8.862791], [-10.439879, 0.577748, -2.524081], [-3.863852, 0.458923, -9.667498], [0.729640, 7.304236, -2.138229], [3.833208, 3.649950, -4.662593], [-9.082549, 0.294119, -1.464642], [-4.041915, -9.068542, 5.450708], [2.859312, 5.946285, -1.714718], [5.210902, -2.293019, -4.231253], [3.684506, -4.874380, -3.721772], [-3.345545, 1.348864, -11.663603], [2.251325, 3.829917, 16.652374], [-3.129331, -4.648058, 4.897418], [0.789022, 5.577670, -4.003241], [-6.891979, 5.279234, -11.501351], [-5.502366, -10.528361, 3.315843], [1.980008, 3.717957, -6.018916], [1.935583, -4.106629, -6.172172], [3.714638, 6.657755, -4.703437], [5.586960, -2.101130, 4.796669], [-2.618783, 3.042574, 14.199881], [-7.663749, 5.587960, 1.628210], [8.419685, -5.425102, 6.900369], [2.702986, 4.571299, -3.588053]], "atomic_forces_ev_per_a": [[1.181, 1.706, 1.504], [-0.246, 0.156, 0.417], [-0.634, 0.010, 0.125], [-0.293, -0.765, -0.358], [-0.393, 0.438, -0.635], [-0.725, -0.523, -0.939], [1.141, -1.035, -0.207], [0.213, -0.222, -0.852], [0.611, -1.302, 1.478], [-1.137, -1.367, 0.034], [0.288, 1.207, -0.025], [-1.036, -0.610, 1.504], [1.490, -1.339, -0.216], [2.987, -0.869, -0.875], [-0.321, 1.014, 0.409], [-1.313, 0.159, -0.266], [-0.501, -0.578, 0.247], [0.479, 1.422, 2.515], [0.087, 0.309, 2.110], [-0.722, -1.743, -1.090], [-0.255, -2.023, 0.003], [1.444, 1.683, -1.871], [0.441, -2.788, -0.962], [0.668, -2.639, 1.317], [0.105, 2.145, -1.387], [-1.374, -0.288, 2.970], [0.044, 0.439, 0.137], [-1.894, 0.056, 0.844], [-0.454, 0.487, -0.393], [-0.020, 1.615, -0.442], [0.001, 1.045, -0.560], [0.801, -0.839, 1.682], [-1.013, -2.981, 0.610], [0.349, -0.664, -0.490], [-0.458, -0.423, -0.142], [-0.827, -0.265, -0.537], [-0.285, 1.801, -1.206], [0.311, -0.256, -0.583], [-0.569, -0.226, -0.696], [0.903, -0.096, -1.047], [-2.113, 1.669, -0.180], [0.734, 0.073, 0.239], [0.463, -0.371, 1.955], [-0.706, -1.459, -2.384], [0.083, -0.074, -0.173], [-0.107, 0.745, 1.028], [0.620, -0.007, 0.537], [-2.145, -0.909, 1.564], [0.278, 0.291, -0.505], [-0.898, -1.028, -1.223], [-0.034, 0.381, -0.808], [-0.546, 1.846, -0.496], [-0.594, 0.515, -2.177], [0.666, 0.115, -1.221], [0.626, -1.392, -0.637], [1.627, 1.069, -2.302], [0.230, 1.024, 0.007], [1.225, -1.522, 0.716], [0.994, -0.435, 0.350], [-0.338, 1.229, 0.646], [-0.371, 0.509, 0.069], [-0.080, 0.419, -1.997], [0.601, -0.421, 0.721], [0.294, -0.531, -0.160], [1.358, -1.148, 1.619], [0.903, 0.667, 0.749], [0.395, -0.725, -2.427], [-0.064, 0.779, -1.233], [-0.698, 0.298, -0.359], [0.648, 0.061, -0.568], [0.074, 0.698, 0.155], [0.744, -0.131, 0.492], [-1.025, 0.494, -0.061], [-0.333, -0.163, -0.078], [-0.165, -0.399, -0.304], [0.811, 0.330, -0.666], [-0.033, 0.198, -0.452], [-0.513, 0.222, 0.538], [0.561, 1.072, 1.187], [0.185, 0.235, 0.669], [-0.177, 0.044, 0.354], [0.112, 0.429, 0.368], [-0.497, -0.315, 0.195], [0.002, 0.270, 1.393], [0.052, -0.709, -0.298], [0.026, 0.233, -0.082], [0.349, 0.333, 0.182], [0.271, 0.509, 0.446], [-0.557, -0.235, 0.288], [-0.632, 0.588, -0.361], [0.187, 0.280, -0.122], [-0.112, -0.396, -0.950], [0.360, 0.075, 0.205], [0.067, -0.746, 0.391], [-0.689, -0.443, 0.487], [-0.836, 0.368, 0.314], [0.094, 0.188, 0.166], [0.250, -0.830, 0.155], [-0.708, -0.135, -0.242], [0.239, -0.356, -0.009], [0.231, 0.496, 0.044], [-0.210, -0.112, -0.123], [-0.833, -0.349, -0.011], [-0.106, 1.106, 0.609], [0.485, 0.272, -0.253], [0.792, 0.749, -0.222], [0.352, 0.207, 0.300], [0.149, 0.759, 0.026], [0.208, 0.529, -0.095], [-0.247, 0.106, -0.174], [0.558, 0.267, 0.483], [-0.091, -0.938, 0.137], [-0.053, -0.085, 0.329], [-0.084, 0.579, 0.074], [-0.432, 0.912, -0.203], [-0.150, -0.404, 0.472], [0.032, -0.275, 0.082], [0.014, -0.823, -0.269], [0.225, -0.236, 0.002], [-0.045, 0.250, -0.855], [-0.197, 0.408, -0.025], [0.108, -0.213, -0.600], [-0.166, 0.514, -0.423], [-0.461, 0.053, 0.241], [-0.723, 0.777, 0.126], [-0.295, 0.525, 0.249], [-0.056, 0.025, -0.776], [-0.695, 0.204, -0.444], [-0.077, -0.350, -0.105], [0.277, -0.014, 0.312], [0.255, 0.393, 0.252], [0.268, -0.636, 0.400], [-0.207, 0.341, -0.520], [-0.182, 0.345, 0.151], [-0.422, 0.038, -0.052], [-0.256, -0.641, 0.800], [-0.358, 0.632, -0.660], [0.062, -0.365, 0.366], [0.356, -0.179, 0.064], [-1.043, -0.327, 0.284], [0.839, 0.134, 0.053], [-0.165, -0.764, 0.448], [-0.205, -1.144, 0.145], [-0.030, 0.229, 0.466], [0.132, -0.204, 0.073], [-0.835, -0.792, 0.393], [0.496, 0.384, -0.038], [-0.096, 0.611, -0.023], [0.178, 0.457, 0.182], [0.206, -0.340, 0.268], [0.771, 0.372, 0.735], [0.216, 0.223, -0.093], [-0.043, 0.113, -0.022], [-0.530, -0.428, -0.587], [0.289, 0.349, -0.202], [0.339, -0.463, -0.262], [0.498, 0.168, 0.270], [0.056, 0.255, -0.207], [-0.101, 0.495, 0.363], [-0.409, 0.042, 0.190], [0.287, 0.398, -0.222], [0.472, 0.096, 0.463], [-0.295, -0.242, 0.669], [0.357, -0.591, -0.282], [-0.871, 0.732, 0.476], [0.611, 0.185, 0.183], [0.127, 0.239, -0.960], [0.608, -0.116, -0.039], [0.235, 0.408, 0.100], [-0.356, -0.571, -0.367]]}